Record 1
A cluster of 2 separate species, C35H33OSi in total at a distorted geometry. Source: the OMol25 dataset; level of theory: ωB97M-V/def2-TZVPD.

XYZ file:
```
70
Properties=species:S:1:pos:R:3:mulliken_charge:R:1
C -0.500 1.086 3.114 -1.120
C 0.153 -0.068 2.441 1.195
C -0.414 -1.287 2.307 -1.210
O 1.410 0.219 2.019 -0.170
Si 2.346 -0.322 0.703 -0.188
C 1.437 -1.630 -0.248 0.194
C 0.425 -1.284 -1.158 -0.175
C -0.418 -2.265 -1.691 -0.360
C -0.184 -3.616 -1.415 -0.752
C 0.904 -3.978 -0.614 -0.625
C 1.711 -2.990 -0.029 -0.102
C 2.616 1.198 -0.341 0.206
C 3.745 1.263 -1.176 -0.476
C 3.963 2.374 -2.002 -0.632
C 3.060 3.444 -2.001 -0.569
C 1.950 3.402 -1.149 -0.623
C 1.748 2.300 -0.306 0.131
C 3.947 -0.919 1.432 0.366
C 4.811 -1.769 0.715 -0.041
C 6.082 -2.084 1.217 -0.772
C 6.506 -1.557 2.440 -0.498
C 5.646 -0.725 3.166 -0.635
C 4.372 -0.415 2.672 -0.423
H -1.285 0.753 3.801 0.398
H 0.236 1.709 3.632 0.390
H -0.961 1.742 2.364 0.085
H 0.137 -2.141 1.903 0.204
H -1.385 -1.457 2.766 0.395
H 0.290 -0.242 -1.453 0.394
H -1.251 -1.967 -2.335 0.427
H -0.844 -4.383 -1.825 0.392
H 1.130 -5.029 -0.427 0.401
H 2.556 -3.282 0.600 0.433
H 4.465 0.442 -1.184 0.333
H 4.844 2.400 -2.649 0.407
H 3.226 4.306 -2.652 0.385
H 1.237 4.230 -1.135 0.443
H 0.904 2.319 0.389 0.365
H 4.507 -2.169 -0.255 0.430
H 6.744 -2.728 0.638 0.386
H 7.502 -1.784 2.821 0.384
H 5.971 -0.295 4.116 0.389
H 3.724 0.251 3.247 0.378
C -3.746 0.697 -5.378 -1.487
C -3.341 0.808 -3.947 1.175
C -2.051 1.238 -3.571 -1.079
C -1.682 1.243 -2.234 -0.029
C -2.609 0.853 -1.205 0.713
C -2.313 1.017 0.165 0.392
C -3.252 0.683 1.205 0.315
C -3.740 1.673 2.099 -0.060
C -4.754 1.368 2.999 -0.824
C -5.201 0.051 3.137 -0.421
C -4.680 -0.958 2.311 -0.788
C -3.763 -0.639 1.314 -0.387
C -3.895 0.393 -1.638 -0.408
C -4.255 0.441 -2.962 -1.187
H -4.481 -0.112 -5.475 0.412
H -4.227 1.609 -5.759 0.301
H -2.891 0.461 -6.018 0.402
H -1.351 1.552 -4.357 0.446
H -0.680 1.580 -1.944 0.231
H -1.384 1.528 0.424 0.012
H -3.346 2.691 2.027 0.444
H -5.184 2.157 3.609 0.423
H -5.955 -0.195 3.879 0.434
H -4.997 -1.998 2.446 0.414
H -3.395 -1.394 0.616 0.519
H -4.631 0.041 -0.922 0.474
H -5.259 0.162 -3.276 0.423
```

- total charge = +1
- energy (Ha) = -1718.026427

=====

Record 2
An isolated molecule of C35H34Br2N4O4S2 at a distorted geometry. Source: the OMol25 dataset; level of theory: ωB97M-V/def2-TZVPD.

XYZ file:
```
81
Properties=species:S:1:pos:R:3:mulliken_charge:R:1
C -0.010 0.855 -6.625 -0.138
C -0.512 -0.047 -5.963 -0.546
C -1.479 -1.078 -5.282 -0.381
C -0.806 -1.652 -3.949 0.307
C -1.487 -3.012 -3.449 -0.979
C -1.711 -3.082 -1.887 0.587
C -3.101 -3.481 -1.421 -0.573
O -4.155 -3.800 -2.302 -0.586
C -3.368 -3.539 0.064 -0.411
C -2.314 -3.224 1.095 1.281
C -2.697 -3.344 2.617 -0.769
Br -3.785 -5.035 2.792 -0.093
C -3.638 -2.158 3.111 0.002
C -2.782 -0.822 3.196 -1.087
Br -4.291 -2.506 4.971 -0.097
C -0.941 -2.826 0.651 -0.325
C -0.659 -2.785 -0.850 0.201
C 0.825 -2.409 -1.279 -0.134
O 1.311 -2.977 -2.247 -0.543
C 1.585 -1.335 -0.410 0.906
C 2.538 -0.385 -1.047 -0.209
C 2.865 -0.338 -2.596 -1.173
C 1.736 0.610 -3.250 -0.209
C 0.782 1.250 -2.433 -0.516
C 3.219 0.625 -0.151 0.710
O 4.168 1.580 -0.661 -0.465
C 5.381 0.940 -0.910 0.343
N 6.199 0.366 -1.506 -0.507
C 2.915 0.664 1.334 0.221
C 3.662 1.785 2.158 -1.126
N 5.131 1.563 2.284 -0.348
C 5.802 2.851 2.001 -0.690
C 1.919 -0.320 1.938 0.386
C 1.632 -0.194 3.478 -1.182
C 0.378 0.773 3.750 0.179
C 0.535 2.204 3.086 -0.197
S -1.098 3.128 3.118 -0.067
C -1.240 3.821 1.413 0.011
S 0.070 4.445 0.591 -0.134
N -2.523 3.868 0.713 0.243
C -2.911 3.164 -0.459 -0.044
C -4.290 3.548 -0.820 -0.371
N -4.771 4.479 0.185 -0.569
C -3.695 4.636 1.030 -0.130
C 1.258 -1.348 1.076 0.155
C 0.243 -2.447 1.612 -0.061
O 0.437 -2.967 2.702 -0.581
H 0.418 1.823 -7.003 0.375
H -1.644 -1.901 -6.051 0.323
H -2.486 -0.595 -5.097 0.322
H 0.272 -1.902 -4.220 0.228
H -0.747 -0.860 -3.134 -0.360
H -0.948 -3.943 -3.790 0.336
H -2.521 -3.031 -3.936 0.326
H -4.501 -2.970 -2.694 0.325
H -4.426 -3.832 0.345 0.343
H -1.830 -3.488 3.319 0.638
H -4.487 -2.018 2.378 0.446
H -3.387 -0.054 3.773 0.379
H -2.606 -0.399 2.162 0.342
H -1.813 -1.082 3.729 0.347
H 3.854 0.161 -2.826 0.451
H 2.865 -1.353 -3.084 0.339
H 1.726 0.799 -4.372 0.348
H 1.144 1.968 -1.626 0.196
H -0.332 1.092 -2.506 0.249
H 3.227 1.982 3.180 0.102
H 3.520 2.754 1.562 0.485
H 5.462 0.807 1.679 0.347
H 5.733 3.150 0.909 0.205
H 6.910 2.852 2.273 0.310
H 5.354 3.714 2.595 0.304
H 2.572 0.225 3.968 0.491
H 1.411 -1.166 4.002 0.497
H 0.193 0.931 4.855 0.522
H -0.562 0.313 3.320 -0.593
H 1.269 2.875 3.635 0.339
H 0.847 2.188 2.001 -0.193
H -2.316 2.425 -1.063 0.282
H -4.915 3.202 -1.691 0.323
H -3.585 5.287 1.940 0.335
```

- total charge = 0
- SMILES string = C#CCCCc1c(O)cc([C@H](Br)[C@H](C)Br)c2c1C(=O)c1c(CC=C)c(OC#N)c(CNC)c(CCCSC(=S)n3ccnc3)c1C2=O
- energy (Ha) = -7817.982954

=====

Record 3
A structure of composition C35H34F12KN3O2 at a distorted geometry. Source: the OMol25 dataset; level of theory: ωB97M-V/def2-TZVPD.

XYZ file:
```
87
Properties=species:S:1:pos:R:3:mulliken_charge:R:1
K 0.622 0.375 0.138 2.217
C 1.972 3.958 -1.312 -2.597
C 2.023 3.278 0.022 1.220
C 2.890 2.204 0.222 1.188
C 3.611 1.652 -0.977 -2.172
C 2.973 1.613 1.482 0.987
C 3.914 0.473 1.750 -2.616
C 2.145 2.052 2.523 2.002
C 2.218 1.306 3.827 -2.204
C 1.234 3.083 2.301 0.593
C 0.320 3.602 3.381 -2.199
C 1.150 3.670 1.033 1.428
C 0.060 4.653 0.703 -2.366
H 1.258 3.428 -1.934 0.372
H 2.939 3.940 -1.805 0.426
H 1.652 4.992 -1.221 0.472
H 4.431 2.300 -1.296 0.339
H 2.897 1.580 -1.794 0.256
H 4.002 0.657 -0.795 0.419
H 3.370 -0.467 1.676 0.327
H 4.324 0.543 2.754 0.457
H 4.747 0.459 1.053 0.538
H 2.204 0.242 3.616 0.342
H 1.363 1.502 4.462 0.363
H 3.130 1.549 4.378 0.307
H -0.702 3.297 3.162 0.253
H 0.365 4.692 3.418 0.422
H 0.589 3.227 4.363 0.526
H 0.410 5.688 0.753 0.360
H -0.787 4.527 1.367 0.437
H -0.287 4.448 -0.305 0.328
C 1.782 -2.411 -6.067 -1.631
C 1.235 -2.192 -4.684 0.587
C 1.034 -3.232 -3.784 -1.079
C 0.495 -2.982 -2.549 -0.113
C 0.090 -1.685 -2.129 -0.606
N -0.399 -1.495 -0.900 0.397
C -1.140 -2.425 -0.284 -0.450
C -2.111 -3.147 -1.028 -0.073
C -3.010 -4.007 -0.455 -1.398
C -2.989 -4.223 0.919 0.634
C -3.963 -5.149 1.596 -1.460
C -2.018 -3.566 1.662 -0.834
C -1.104 -2.679 1.115 -0.883
C -0.004 -2.112 2.031 1.520
O 0.698 -1.068 1.670 -0.970
C -0.631 -1.776 3.442 0.250
F -1.761 -1.054 3.317 -0.223
F 0.200 -1.014 4.173 -0.206
F -0.950 -2.783 4.306 -0.306
C 0.990 -3.303 2.277 0.419
F 1.554 -3.710 1.131 -0.240
F 2.021 -2.956 3.082 -0.284
F 0.501 -4.442 2.839 -0.295
C 0.296 -0.626 -3.062 -1.047
C 0.870 -0.910 -4.287 -0.212
C -0.258 0.778 -2.757 1.950
O 0.093 1.387 -1.649 -0.693
C -1.833 0.631 -2.868 0.443
F -2.410 0.238 -1.727 -0.093
F -2.244 -0.247 -3.816 -0.349
F -2.481 1.781 -3.186 -0.360
C 0.090 1.779 -3.921 -0.138
F 1.424 1.928 -4.062 -0.257
F -0.379 1.543 -5.179 -0.322
F -0.360 3.017 -3.644 -0.271
H 1.917 -3.471 -6.278 0.380
H 2.746 -1.915 -6.190 0.284
H 1.101 -2.001 -6.814 0.318
H 1.290 -4.249 -4.069 0.235
H 0.336 -3.796 -1.852 0.494
H -2.132 -2.971 -2.096 0.495
H -3.736 -4.524 -1.074 0.233
H -4.687 -5.529 0.876 0.367
H -4.504 -4.630 2.390 0.306
H -3.449 -5.998 2.052 0.297
H -1.978 -3.804 2.715 0.542
H 1.039 -0.126 -5.009 0.486
N -2.693 1.321 1.282 0.446
C -3.963 0.983 1.552 -0.198
C -4.503 2.024 2.281 -1.178
C -3.453 2.943 2.399 -0.233
N -2.369 2.498 1.789 -0.260
H -2.016 0.779 0.764 -0.171
H -4.372 0.047 1.227 0.549
H -5.497 2.116 2.680 0.372
H -3.442 3.891 2.908 0.401
```

- relative energy (zero: lowest compared OMol25 entry of this formula, charge and spin) (kJ/mol) = 189.3
- total charge = -2
- energy (Ha) = -3467.300776

=====

| no. | orbital gap (eV) |
| --- | --- |
| 1 | 5.4 |
| 2 | 6.9 |
| 3 | 4.7 |